{"formula": "C4H14Cl2Si3", "method": "ωB97M-V with the def2-TZVPD basis set", "elements": ["C", "C", "C", "C", "Si", "Si", "Si", "Cl", "Cl", "H", "H", "H", "H", "H", "H", "H", "H", "H", "H", "H", "H", "H", "H"], "coordinates": [[-0.3509, -3.0902, 0.7388], [0.9650, 1.6214, -1.5930], [1.9129, 1.2231, 1.2752], [-0.7794, 0.1974, 0.4561], [0.0347, -1.4932, -0.2311], [0.4529, 1.5990, 0.1838], [-2.4950, 0.4304, -0.3009], [-3.3319, 2.1693, 0.2869], [-3.6266, -1.2284, -0.2128], [0.0405, -3.1048, 1.7829], [-1.2762, -3.6116, 0.5263], [0.4663, -3.7005, 0.3868], [1.5809, 0.8015, -1.9770], [0.1869, 1.6338, -2.3408], [1.5318, 2.6456, -1.7821], [1.8786, 1.2344, 2.3013], [2.3249, 0.2359, 0.9084], [2.6773, 2.0881, 1.0940], [-1.1052, 0.0670, 1.5084], [-0.3567, -1.6567, -1.6208], [1.5109, -1.4175, -0.2919], [0.0048, 3.0058, 0.5365], [-2.2466, 0.3503, -1.6347]], "forces_ev_per_angstrom": [[1.43, 0.75, 0.36], [1.48, 1.84, -1.08], [2.25, 0.36, -2.84], [3.31, -1.67, 0.71], [-0.82, -0.05, 0.93], [-0.38, 0.95, 0.08], [-2.09, 0.14, 3.33], [-0.54, 2.81, -0.11], [-1.06, -2.75, -0.40], [-1.26, 0.48, -0.24], [-0.19, 0.18, 0.40], [0.25, -0.61, -0.99], [0.35, 0.10, 0.53], [-0.81, 0.23, 0.07], [-0.89, -2.10, 0.41], [-0.77, -0.29, 2.48], [-0.06, 1.19, 0.52], [-1.11, -1.52, -0.23], [0.10, 0.10, -0.55], [-0.29, 0.05, -0.42], [0.16, 0.22, 0.19], [-0.17, -0.71, -0.12], [1.11, 0.31, -3.03]], "gap_ev": [3.88, 5.79], "lumo_ev": [0.6, -5.1], "molar_mass_g_mol": 217.32, "spin_multiplicity": 3, "de_lowest_kcal_mol": 0.0, "energy_ha": -1949.5037}


{"formula": "C4H14N", "method": "ωB97M-V with the def2-TZVPD basis set", "elements": ["C", "C", "N", "H", "H", "H", "H", "H", "H", "H", "H", "C", "C", "H", "H", "H", "H", "H", "H"], "coordinates": [[0.1470, -0.6137, -1.8860], [-0.2957, -1.3828, -0.7169], [1.6817, -0.2776, -1.7736], [0.1596, -1.2819, -2.7389], [-0.2632, 0.3158, -1.9644], [-0.2246, -0.7008, 0.0326], [0.2495, -2.3015, -0.4756], [2.4564, -1.0854, -2.0216], [1.8863, 0.6659, -2.2242], [1.8385, -0.1653, -0.7006], [-1.3217, -1.7115, -0.5740], [-1.5189, 0.9254, 1.6326], [-0.0655, 1.1881, 2.1636], [-2.2334, 1.6493, 2.1409], [-1.5319, 1.2706, 0.5425], [-1.7620, -0.1549, 1.8409], [0.3735, 2.0420, 1.5750], [0.5869, 0.2533, 1.9108], [-0.1624, 1.3649, 3.2370]], "forces_ev_per_angstrom": [[2.61, -3.55, -1.50], [-0.21, -1.82, 0.44], [2.00, -0.75, 2.34], [-0.65, 0.69, -0.76], [-1.54, 2.23, -0.66], [0.49, 1.57, 3.01], [0.42, 0.33, -0.31], [-2.68, 2.56, 0.22], [0.05, -1.75, 0.50], [-0.08, 0.15, -2.13], [-0.40, 0.29, -1.17], [0.37, 1.10, -0.20], [0.00, -0.99, -1.64], [0.73, -1.23, -0.49], [-0.35, -1.13, 1.18], [-0.29, 1.29, -0.57], [-0.29, -0.59, 1.11], [-0.93, 1.60, 0.84], [0.78, 0.00, -0.21]], "gap_ev": 10.84, "lumo_ev": -4.1, "molar_mass_g_mol": 76.16, "de_lowest_kcal_mol": 44.8, "energy_ha": -215.2376, "total_charge": 1}


For the records above, the corresponding F_max values read 3.931 4.657 eV Å⁻¹.